No. 1
C5H8N3O | ωB97M-V/def2-TZVPD

## Properties
ΔE to the lowest compared entry with this formula, charge and spin   3.6785 eV
Molecular weight   126.1 g/mol
Energy   -434.4609 hartree

```
! RIJCOSX wB97M-V def2-TZVPD def2/J DEFGRID3
* xyz 1 1
C -0.290 0.006 -1.387
C -1.058 0.352 -0.229
C 0.241 -1.460 0.092
C -1.945 1.490 0.101
C 2.670 -0.459 0.779
N 2.197 0.610 0.797
N -0.566 -0.552 0.711
N 0.341 -1.140 -1.150
O 1.414 1.454 1.089
H -0.553 0.317 -2.353
H -1.422 2.370 -0.091
H -2.937 1.504 -0.347
H -2.160 1.419 1.267
H 3.549 -1.026 0.434
H 0.557 -2.381 0.536
H -0.970 -0.766 1.582
H 0.932 -1.737 -1.832
*
```

=====

No. 2
C5H8N3O2 | ωB97M-V/def2-TZVPD

## Properties
ΔE to the lowest compared entry with this formula, charge and spin   4.3638 eV
Molecular weight   142.1 g/mol
Energy   -509.6712 hartree

```
! RIJCOSX wB97M-V def2-TZVPD def2/J DEFGRID3
* xyz 1 1
C -2.265 1.630 0.385
N -1.526 0.988 -0.429
N -1.217 -0.274 -0.024
C -0.985 -0.645 1.254
O -0.560 -1.759 1.528
C -0.567 -1.125 -1.078
N 0.883 -0.891 -1.255
C 1.684 -0.346 -0.421
C 2.592 0.155 0.475
O 3.028 1.375 0.431
H -2.630 1.286 1.343
H -2.510 2.631 -0.053
H -0.982 0.122 2.003
H -0.718 -2.234 -0.862
H -1.025 -0.953 -2.012
H 1.193 -1.368 -2.091
H 2.974 -0.551 1.108
H 2.631 1.959 -0.304
*
```

=====

No. 3
C5H8N3O4 | ωB97M-V/def2-TZVPD

## Properties
ΔE to the lowest compared entry with this formula, charge and spin   2.5762 eV
Molecular weight   174.1 g/mol
Energy   -660.0725 hartree

```
! RIJCOSX wB97M-V def2-TZVPD def2/J DEFGRID3
* xyz 1 1
C -0.951 -3.054 -1.655
C 0.370 1.950 0.277
C -1.452 -4.277 -1.812
C -0.839 1.729 -0.552
C 1.735 3.392 1.391
N -1.645 -0.358 -1.427
N -0.154 -2.755 -0.487
N -1.351 0.636 -0.930
O 0.052 -3.570 0.369
O 1.221 0.992 0.540
O 0.287 -1.571 -0.389
O 0.575 3.177 0.688
H -1.649 -5.131 -1.044
H -1.874 -4.524 -2.756
H -1.552 2.512 -0.430
H 1.586 3.804 2.382
H 2.374 4.246 0.940
H 2.381 2.544 1.318
H 1.086 0.041 0.163
H -0.856 -2.298 -2.476
*
```

=====

No. 4
C5H8N4 | ωB97M-V/def2-TZVPD

## Properties
ΔE to the lowest compared entry with this formula, charge and spin   4.6175 eV
Molecular weight   124.1 g/mol
Energy   -414.1625 hartree

```
! RIJCOSX wB97M-V def2-TZVPD def2/J DEFGRID3
* xyz 0 1
N -0.737 2.384 -0.320
C -1.401 1.495 0.107
C -2.295 0.546 0.206
C -2.171 -0.908 0.123
C -1.120 -1.730 -0.044
C 0.345 -1.488 -0.144
N 1.003 -0.407 0.230
N 2.284 -0.128 -0.273
N 3.038 0.831 0.424
H -0.164 3.059 0.195
H -3.319 0.831 0.316
H -3.216 -1.307 0.185
H -1.364 -2.802 -0.014
H 0.747 -2.398 -0.583
H 2.805 -0.707 -1.006
H 3.336 1.456 -0.322
H 2.227 1.273 0.919
*
```

=====

No. 5
C5H8N4O | ωB97M-V/def2-TZVPD

## Properties
ΔE to the lowest compared entry with this formula, charge and spin   3.3687 eV
Molecular weight   140.1 g/mol
Energy   -489.5052 hartree

```
! RIJCOSX wB97M-V def2-TZVPD def2/J DEFGRID3
* xyz 0 1
H 2.921 -1.679 -0.502
N 3.478 -0.847 -0.335
C 2.821 0.076 0.305
O 3.582 1.156 0.346
C 1.389 0.357 0.067
C 0.353 -0.533 -0.165
N -0.725 0.253 -0.316
C -2.119 -0.132 -0.497
C -2.898 -0.085 0.807
N -0.390 1.540 -0.239
N 0.892 1.611 -0.081
H 4.361 0.708 -0.361
H 0.300 -1.613 -0.250
H -2.119 -1.139 -0.929
H -2.545 0.554 -1.239
H -3.940 -0.374 0.617
H -2.472 -0.780 1.543
H -2.890 0.928 1.230
*
```

=====

No. 6
C5H8N4OS | ωB97M-V/def2-TZVPD

## Properties
ΔE to the lowest compared entry with this formula, charge and spin   9.2790 eV
Molecular weight   172.2 g/mol
Energy   -887.4630 hartree

```
! RIJCOSX wB97M-V def2-TZVPD def2/J DEFGRID3
* xyz 0 1
C -0.711 1.051 3.031
C -0.525 0.768 1.629
C -0.189 0.364 -1.681
C 0.054 -1.159 -1.361
C 0.740 0.503 1.232
N -1.679 0.499 1.027
N -2.680 0.564 1.746
N 0.847 1.011 -1.012
N 1.243 -1.850 -1.779
O 1.993 0.781 -1.282
S -2.336 0.822 3.306
H 0.091 1.097 3.683
H -0.190 0.459 -2.858
H -1.239 0.560 -1.124
H -0.046 -1.242 -0.327
H -0.675 -1.821 -1.888
H 1.678 0.857 1.570
H 2.070 -1.619 -1.208
H 1.554 -1.645 -2.706
*
```

=====

No. 7
C5H8N4S | ωB97M-V/def2-TZVPD

## Properties
ΔE to the lowest compared entry with this formula, charge and spin   4.5767 eV
Molecular weight   156.2 g/mol
Energy   -812.4173 hartree

```
! RIJCOSX wB97M-V def2-TZVPD def2/J DEFGRID3
* xyz 0 1
H -1.151 -3.406 -0.708
N -0.215 -3.280 -0.458
C 0.451 -2.220 -0.345
N 1.774 -2.200 -0.021
N -0.054 -0.933 -0.601
C -1.115 -0.359 -0.829
N -1.976 0.492 -0.829
C -1.874 1.809 -0.222
C -0.382 2.109 0.038
C 0.279 1.159 0.715
S 2.048 1.099 0.995
H 2.093 -2.923 0.686
H 2.276 -1.387 -0.059
H -2.224 2.473 -0.874
H -2.372 1.998 0.804
H 0.223 2.700 -0.534
H -0.043 0.456 1.383
H 2.263 2.413 0.861
*
```

=====

No. 8
C5H8N5O | ωB97M-V/def2-TZVPD

## Properties
ΔE to the lowest compared entry with this formula, charge and spin   10.4461 eV
Molecular weight   154.2 g/mol
Energy   -543.7720 hartree

```
! RIJCOSX wB97M-V def2-TZVPD def2/J DEFGRID3
* xyz 1 1
C -1.019 0.683 0.610
C 0.034 1.149 -0.206
C 0.364 -1.598 0.083
C -0.211 2.452 -0.906
C 2.157 -0.975 1.395
N 1.112 0.466 -0.230
N 1.141 -0.712 0.447
N -0.519 -1.754 -0.898
N -1.754 -1.809 -0.850
N -2.138 0.692 0.938
O -3.110 0.606 1.500
H -0.093 3.298 -0.206
H 0.495 2.541 -1.703
H -1.206 2.209 -1.399
H 3.074 -0.817 0.857
H 1.866 -0.283 2.164
H 2.134 -2.077 1.798
H -0.048 -1.966 -1.792
H -2.280 -2.108 -1.603
*
```

=====

No. 9
C5H8N6O3 | ωB97M-V/def2-TZVPD

## Properties
ΔE to the lowest compared entry with this formula, charge and spin   3.2077 eV
Molecular weight   200.2 g/mol
Energy   -749.3652 hartree

```
! RIJCOSX wB97M-V def2-TZVPD def2/J DEFGRID3
* xyz 0 1
C 0.878 1.091 0.320
C 0.147 -0.967 -0.017
C 0.873 2.529 0.654
C 2.326 -1.864 -0.874
C -1.621 0.409 0.620
N 1.886 0.407 -0.102
N -0.792 -1.843 -0.056
N -2.075 -1.037 1.045
N -0.226 0.277 0.434
N 1.458 -0.874 -0.305
N -2.277 0.820 -0.635
O -1.602 0.785 -1.648
O -3.197 -1.359 0.747
O -3.463 1.049 -0.562
H 0.198 3.061 -0.015
H 1.877 2.925 0.537
H 0.537 2.682 1.678
H 2.041 -2.082 -1.906
H 3.335 -1.459 -0.858
H 2.288 -2.782 -0.286
H -1.934 1.057 1.440
H -0.656 -2.825 -0.210
*
```

=====

No. 10
C5H8NO | ωB97M-V/def2-TZVPD

## Properties
ΔE to the lowest compared entry with this formula, charge and spin   3.2054 eV
Molecular weight   98.1 g/mol
Energy   -325.1591 hartree

```
! RIJCOSX wB97M-V def2-TZVPD def2/J DEFGRID3
* xyz -1 1
C 1.022 -1.549 0.237
C 0.115 -0.661 -0.510
C 0.782 0.629 -0.723
C 0.106 1.649 -0.174
C -1.070 1.257 0.540
N -1.166 -0.486 0.286
O -2.166 -0.750 -0.494
H 1.976 -1.025 0.524
H 1.166 -2.575 -0.174
H 0.638 -1.629 1.285
H -0.246 -1.178 -1.439
H 1.773 0.557 -1.115
H 0.309 2.811 -0.250
H -1.084 1.330 1.726
H -2.155 1.621 0.280
*
```

=====

No. 11
C5H8NO | ωB97M-V/def2-TZVPD

## Properties
ΔE to the lowest compared entry with this formula, charge and spin   4.7319 eV
Molecular weight   98.1 g/mol
Energy   -324.8651 hartree

```
! RIJCOSX wB97M-V def2-TZVPD def2/J DEFGRID3
* xyz 1 1
C 1.299 2.837 -1.257
C 0.457 2.076 -0.538
C 0.598 0.711 -0.281
C -0.389 0.033 0.278
N -0.202 -1.636 0.303
C -1.107 -2.496 1.094
O 0.626 -2.104 -0.411
H 0.952 3.817 -1.524
H 2.185 2.264 -1.730
H -0.412 2.532 0.117
H 1.477 0.142 -0.639
H -1.426 0.301 0.668
H -1.711 -3.078 0.288
H -1.752 -2.144 1.898
H -0.595 -3.255 1.734
*
```

=====

No. 12
C5H8NO | ωB97M-V/def2-TZVPD

## Properties
ΔE to the lowest compared entry with this formula, charge and spin   5.2190 eV
Molecular weight   98.1 g/mol
Energy   -324.8472 hartree

```
! RIJCOSX wB97M-V def2-TZVPD def2/J DEFGRID3
* xyz 1 1
C -1.699 1.886 -0.089
C -1.781 -0.743 0.009
C -1.503 0.621 0.063
C 1.965 -0.218 -0.584
C 1.128 0.255 0.498
N 1.241 -1.147 0.305
O -1.085 -1.605 -0.541
H -1.040 2.666 0.255
H -2.581 2.245 -0.615
H -2.691 -1.039 0.564
H 1.621 -0.191 -1.610
H 3.046 -0.172 -0.476
H 1.318 0.795 1.404
H 0.330 -1.576 -0.128
H 1.730 -1.776 0.944
*
```

=====

Among the records above, which one has the lowest energy? C5H8N4OS